1.
{
  "formula": "C4H6F2O2",
  "method": "ωB97M-V with the def2-TZVPD basis set",
  "smiles": "C/C=C/OC(O)(F)F",
  "energy_ha": -506.15695,
  "symbols": ["C", "C", "C", "O", "C", "O", "F", "F", "H", "H", "H", "H", "H", "H"],
  "coordinates": [[-2.7244, -0.4017, -0.2263], [-1.4024, 0.2674, 0.1410], [-0.1261, 0.0067, -0.3183], [0.9412, 0.7881, 0.2631], [2.3751, -0.0025, 0.2010], [3.3997, 0.7898, 0.3749], [2.3869, -0.5034, -1.0087], [2.3164, -0.9719, 1.1457], [-2.8737, -1.5264, 0.0280], [-3.6907, 0.0334, 0.0740], [-2.6644, -0.4342, -1.4068], [-1.4409, 1.1717, 0.8419], [0.0877, -0.5783, -1.2063], [3.4156, 1.3612, 1.0968]],
  "atomic_forces_ev_per_a": [[0.446, -1.985, -2.977], [1.714, 0.883, 0.929], [-1.831, 1.754, 1.583], [2.147, -2.526, -0.834], [-4.472, 1.340, 0.847], [0.771, -0.803, -2.482], [0.668, -0.697, -0.207], [-0.122, 0.311, -0.766], [0.852, 1.832, -0.032], [0.857, 0.497, -0.048], [-0.729, 0.041, 2.091], [0.011, -1.636, -0.643], [0.236, -0.279, 0.397], [-0.546, 1.268, 2.143]]
}

***

2.
{
  "formula": "C34H31N2OS",
  "method": "ωB97M-V with the def2-TZVPD basis set",
  "energy_ha": -1896.96092,
  "total_charge": 1,
  "symbols": ["C", "C", "C", "C", "C", "N", "C", "C", "C", "C", "C", "C", "S", "C", "N", "C", "C", "C", "C", "C", "C", "C", "H", "H", "H", "H", "H", "H", "H", "H", "H", "H", "H", "H", "H", "H", "H", "H", "H", "H", "H", "H", "C", "C", "C", "C", "C", "O", "C", "C", "C", "C", "C", "C", "C", "C", "C", "C", "H", "H", "H", "H", "H", "H", "H", "H", "H", "H", "H"],
  "coordinates": [[-3.2761, -0.3999, 3.7477], [-2.0647, 0.1325, 2.9754], [-1.8764, 1.6276, 3.2034], [-2.1208, -0.1538, 1.4663], [-2.3294, -1.6284, 1.2364], [-2.1561, -1.9459, -0.1798], [-2.7042, -3.1397, -0.6859], [-2.4769, -3.2819, -2.0589], [-2.9897, -4.4249, -2.6913], [-3.7728, -5.3431, -1.9582], [-4.0022, -5.1636, -0.5867], [-3.4657, -4.0298, 0.0623], [-1.5462, -1.8783, -2.6454], [-1.4855, -1.1660, -1.0675], [-0.9030, 0.0196, -0.7380], [-0.8944, 0.3742, 0.7200], [0.3978, -0.0543, 1.3539], [1.2921, 0.9544, 1.7172], [2.4305, 0.6371, 2.4485], [2.6913, -0.6974, 2.7726], [1.8445, -1.7177, 2.3371], [0.7073, -1.3921, 1.5997], [-4.2204, -0.0558, 3.3046], [-3.2938, -1.4942, 3.7930], [-3.2315, -0.0334, 4.7801], [-1.1775, -0.3924, 3.3732], [-2.6428, 2.1935, 2.6526], [-1.9628, 1.8639, 4.2670], [-0.8887, 1.9669, 2.8721], [-3.0055, 0.3573, 1.0560], [-1.6680, -2.2453, 1.8683], [-3.3446, -1.9004, 1.4733], [-2.7622, -4.6125, -3.7403], [-4.2050, -6.2232, -2.4434], [-4.5736, -5.8837, -0.0039], [-3.6576, -3.8461, 1.1162], [-0.9349, 1.4508, 0.7493], [1.0595, 1.9925, 1.4407], [3.0670, 1.4530, 2.7832], [3.5553, -0.9464, 3.3886], [2.0336, -2.7660, 2.5711], [0.0622, -2.1951, 1.2264], [6.5059, 0.4076, -2.1330], [5.5407, -0.5730, -2.4079], [4.1834, -0.2867, -2.2506], [3.7456, 0.9719, -1.7837], [2.3236, 1.2713, -1.5909], [2.1244, 2.5995, -1.3472], [0.8465, 3.1448, -1.2402], [-0.2759, 2.3637, -1.4642], [-1.4469, 3.0683, -1.8221], [-1.4811, 4.4689, -1.8115], [-0.3064, 5.2076, -1.6118], [0.8749, 4.5434, -1.3301], [-0.1351, 0.8541, -1.6771], [1.2795, 0.4194, -1.7109], [4.7291, 1.9664, -1.5783], [6.0890, 1.6872, -1.7415], [7.5719, 0.1728, -2.2102], [5.8487, -1.5705, -2.7192], [3.4241, -1.0410, -2.4627], [-2.2898, 2.5099, -2.2106], [-2.4153, 4.9946, -2.0442], [-0.3110, 6.3032, -1.6739], [1.8362, 5.0656, -1.2996], [-0.4916, 0.6598, -2.7176], [1.4529, -0.6466, -1.9221], [4.4400, 2.9628, -1.2589], [6.8284, 2.4629, -1.5370]],
  "atomic_forces_ev_per_a": [[-0.084, 0.061, -0.139], [0.510, 0.018, 0.192], [-0.061, 0.188, 0.036], [-0.559, 0.028, -0.022], [0.206, -0.085, -0.116], [0.556, 0.240, 0.147], [-0.092, 0.579, -0.334], [-0.273, -0.511, 0.734], [0.009, 0.059, -0.079], [0.358, 0.297, 0.130], [0.589, 0.996, -0.011], [-0.241, -0.756, -0.443], [0.015, -0.395, -0.367], [-0.063, 0.759, 0.785], [-1.997, -1.853, 0.591], [0.329, -0.403, -0.410], [0.468, 0.213, -0.147], [-0.154, -0.185, 0.210], [-0.149, -0.079, -0.074], [0.122, 0.016, 0.219], [-0.119, 0.217, -0.223], [0.127, -0.096, 0.056], [0.129, -0.026, 0.103], [-0.024, 0.139, -0.027], [-0.052, -0.108, -0.227], [-0.205, 0.190, -0.119], [0.146, -0.030, 0.201], [-0.013, 0.039, -0.137], [-0.221, -0.014, 0.090], [0.136, 0.045, 0.027], [-0.283, 0.185, -0.331], [-0.344, 0.069, 0.186], [-0.238, 0.066, 0.222], [0.326, 0.405, 0.018], [0.065, 0.182, -0.259], [0.093, -0.211, -0.237], [-0.052, 0.363, -0.119], [0.169, -0.426, 0.249], [0.097, -0.329, -0.047], [-0.175, 0.084, -0.209], [0.140, 0.344, -0.036], [0.468, 0.347, 0.187], [-0.372, 0.114, 0.070], [-0.094, 0.305, 0.211], [-0.189, 0.300, 0.344], [1.449, -0.130, -0.388], [-1.318, -0.265, -0.199], [-0.155, 0.109, 0.852], [1.445, -0.310, -1.350], [-0.503, 0.236, -0.507], [0.409, 0.354, 0.378], [-0.222, -0.321, -0.318], [-0.090, 0.057, 0.594], [-0.361, -0.086, -0.025], [0.112, 0.390, -1.239], [1.566, 0.026, 0.124], [-0.071, -0.326, 0.127], [-0.146, -0.481, -0.052], [-0.435, 0.106, -0.054], [-0.089, 0.268, 0.018], [0.397, 0.057, -0.004], [-0.209, 0.000, 0.329], [0.451, -0.314, -0.003], [-0.070, -0.553, -0.047], [-0.393, -0.301, 0.135], [-0.511, -0.099, 0.760], [0.013, 0.655, 0.121], [-0.033, -0.203, -0.051], [-0.243, -0.210, -0.090]]
}

***

3.
{
  "formula": "C15H23N3O4S",
  "method": "ωB97M-V with the def2-TZVPD basis set",
  "smiles": "CCCc1cc(=O)[nH]c(SCC(=O)NCCCC(=O)OCC)n1",
  "energy_ha": -1448.87686,
  "symbols": ["C", "C", "C", "C", "C", "C", "O", "N", "C", "S", "C", "C", "O", "N", "C", "C", "C", "C", "O", "O", "C", "C", "N", "H", "H", "H", "H", "H", "H", "H", "H", "H", "H", "H", "H", "H", "H", "H", "H", "H", "H", "H", "H", "H", "H", "H"],
  "coordinates": [[-2.0354, -1.8350, -3.0548], [-0.9201, -0.8171, -2.8522], [-1.4292, 0.4482, -2.1604], [-1.8950, 0.2103, -0.7550], [-2.9085, 0.9282, -0.2001], [-3.3221, 0.7118, 1.1604], [-4.1710, 1.3040, 1.7868], [-2.6055, -0.3360, 1.7771], [-1.6207, -1.0082, 1.1492], [-0.8686, -2.3019, 2.0624], [0.2292, -3.0341, 0.8089], [1.6481, -2.4803, 0.9118], [2.5940, -3.1891, 1.1744], [1.7213, -1.1564, 0.6947], [2.9515, -0.4141, 0.8347], [3.3907, 0.2598, -0.4670], [2.2959, 1.1581, -1.0598], [1.7780, 2.1169, -0.0099], [2.3677, 3.0772, 0.4033], [0.5613, 1.7402, 0.4144], [-0.0453, 2.5114, 1.4561], [0.3150, 1.9588, 2.8273], [-1.2306, -0.7544, -0.0570], [-1.6543, -2.7248, -3.5502], [-2.8297, -1.4147, -3.6677], [-2.4621, -2.1292, -2.0986], [-0.4989, -0.5422, -3.8213], [-0.1251, -1.2623, -2.2521], [-2.2496, 0.8826, -2.7342], [-0.6273, 1.1915, -2.1220], [-3.4317, 1.6885, -0.7562], [-2.8677, -0.5751, 2.7265], [-0.2178, -2.8152, -0.1600], [0.2462, -4.1057, 1.0012], [0.8842, -0.6438, 0.4467], [2.8265, 0.3446, 1.6151], [3.7131, -1.1270, 1.1599], [4.2751, 0.8610, -0.2543], [3.6576, -0.5001, -1.2026], [2.7169, 1.7398, -1.8806], [1.4711, 0.5517, -1.4305], [0.2881, 3.5494, 1.3642], [-1.1208, 2.4507, 1.2756], [-0.2453, 2.4921, 3.5894], [0.0736, 0.8995, 2.8885], [1.3776, 2.0904, 3.0182]],
  "atomic_forces_ev_per_a": [[0.221, 0.066, 0.001], [-0.210, 0.062, -0.018], [0.204, -0.113, -0.121], [-0.555, 0.456, 0.188], [0.101, -0.055, -0.237], [0.144, -0.101, -0.014], [-0.206, 0.141, 0.144], [0.008, -0.044, 0.110], [0.267, -0.204, -0.228], [-0.027, -0.230, 0.156], [-0.069, 0.053, 0.273], [-0.507, 0.013, -0.129], [0.278, -0.352, 0.106], [0.071, 0.456, -0.186], [0.334, -0.036, -0.065], [-0.172, -0.035, 0.189], [0.176, 0.064, 0.123], [0.127, -0.026, -0.424], [0.109, 0.075, 0.123], [-0.159, -0.270, -0.076], [-0.086, 0.374, 0.473], [0.024, 0.070, -0.420], [0.183, -0.276, 0.117], [-0.046, -0.116, -0.038], [-0.121, 0.007, -0.069], [-0.087, -0.086, 0.078], [0.071, 0.014, 0.037], [0.081, 0.044, -0.059], [0.021, 0.076, 0.001], [-0.033, 0.055, 0.019], [-0.062, 0.070, -0.055], [-0.039, 0.068, -0.113], [0.041, -0.067, -0.015], [0.029, 0.096, -0.016], [-0.060, -0.181, 0.032], [0.059, -0.056, 0.014], [-0.086, 0.171, 0.035], [0.039, 0.000, -0.040], [0.043, 0.005, -0.002], [-0.099, 0.015, 0.008], [-0.006, 0.003, -0.063], [-0.134, -0.152, -0.020], [0.150, 0.023, -0.033], [-0.058, 0.049, 0.122], [-0.031, -0.122, 0.038], [0.076, -0.004, 0.054]]
}

***

4.
{
  "formula": "C33H46BCaN8O7",
  "method": "ωB97M-V with the def2-TZVPD basis set",
  "energy_ha": -2952.41146,
  "total_charge": -1,
  "symbols": ["Ca", "C", "C", "C", "C", "N", "N", "B", "N", "N", "C", "C", "C", "C", "C", "C", "C", "C", "N", "N", "C", "C", "C", "C", "C", "C", "C", "C", "C", "C", "C", "C", "H", "H", "H", "H", "H", "H", "H", "H", "H", "H", "H", "H", "H", "H", "H", "H", "H", "H", "H", "H", "H", "H", "H", "H", "H", "H", "H", "H", "H", "H", "H", "H", "H", "H", "H", "H", "H", "H", "H", "H", "O", "C", "O", "C", "C", "C", "C", "C", "C", "N", "O", "O", "N", "O", "O", "H", "H", "H", "C", "C", "O", "H", "H", "H"],
  "coordinates": [[-0.4106, 0.0376, 0.1561], [1.1173, -5.2935, -0.8289], [0.7845, -4.1923, 0.1221], [0.7919, -4.2170, 1.5006], [0.4059, -2.9232, 1.8897], [0.1816, -2.1775, 0.8230], [0.4177, -2.9542, -0.2707], [0.2162, -2.4587, -1.7221], [-1.2895, -2.0913, -1.9307], [-2.0560, -1.6451, -0.8943], [-3.3176, -1.7533, -1.2669], [-3.3948, -2.2642, -2.5742], [-2.0873, -2.4664, -2.9574], [-1.5738, -2.9953, -4.2531], [-4.4607, -1.4142, -0.3421], [-5.3101, -2.6771, -0.1412], [-5.3208, -0.3211, -0.9837], [-3.9475, -0.9469, 1.0185], [1.2228, -1.3113, -2.0482], [1.6098, -0.4117, -1.0868], [2.7242, 0.1659, -1.5108], [3.0818, -0.3550, -2.7652], [2.1166, -1.2886, -3.0646], [2.0239, -2.1454, -4.2818], [3.4428, 1.2257, -0.7067], [2.8742, 2.6005, -1.0754], [4.9356, 1.1904, -1.0481], [3.2774, 0.9663, 0.7927], [0.2480, -2.3812, 3.2903], [1.6061, -2.4326, 4.0003], [-0.2524, -0.9393, 3.2706], [-0.7599, -3.2539, 4.0482], [1.4079, -6.1801, -0.2669], [1.9428, -5.0174, -1.4858], [0.2648, -5.5493, -1.4592], [1.0477, -5.0542, 2.1278], [0.4618, -3.3619, -2.4625], [-4.2755, -2.4659, -3.1606], [-2.4113, -3.2968, -4.8805], [-0.9197, -3.8554, -4.1087], [-1.0072, -2.2359, -4.7929], [-5.7033, -3.0432, -1.0909], [-6.1552, -2.4635, 0.5179], [-4.7153, -3.4738, 0.3090], [-5.7958, -0.6855, -1.8969], [-4.7088, 0.5424, -1.2406], [-6.1090, -0.0016, -0.2970], [-3.3142, -1.7074, 1.4796], [-4.7937, -0.7554, 1.6831], [-3.3725, -0.0254, 0.9296], [3.9328, -0.0955, -3.3704], [2.9161, -2.0035, -4.8898], [1.1593, -1.8811, -4.8911], [1.9400, -3.2025, -4.0305], [3.0004, 2.7935, -2.1437], [3.3843, 3.3868, -0.5167], [1.8116, 2.6678, -0.8320], [5.1155, 1.4325, -2.0973], [5.3632, 0.2065, -0.8428], [5.4629, 1.9284, -0.4415], [2.2357, 1.0481, 1.1031], [3.8405, 1.7100, 1.3590], [3.6476, -0.0288, 1.0526], [2.3364, -1.8106, 3.4806], [1.9930, -3.4526, 4.0370], [1.5111, -2.0648, 5.0245], [0.4483, -0.2543, 2.7899], [-0.3859, -0.5745, 4.2911], [-1.2270, -0.8613, 2.7790], [-0.4279, -4.2927, 4.0937], [-1.7351, -3.2331, 3.5576], [-0.8813, -2.8892, 5.0707], [-1.6387, 3.3350, 0.5288], [-0.2862, 3.0072, 0.9859], [-0.0887, 1.7766, 1.3865], [0.4872, 4.1205, 1.1003], [0.1096, 5.4461, 0.6506], [0.9999, 6.4743, 0.7629], [2.2889, 6.4146, 1.3039], [2.6031, 5.1398, 1.7908], [1.7955, 4.0442, 1.7386], [3.9365, 4.9656, 2.4207], [4.2920, 3.8475, 2.7536], [4.6308, 5.9552, 2.5691], [0.5499, 7.7984, 0.2445], [1.3145, 8.7398, 0.3439], [-0.5610, 7.8973, -0.2504], [-0.8519, 5.6218, 0.2002], [2.9549, 7.2529, 1.3555], [2.1221, 3.1108, 2.1675], [-3.8194, 3.0190, -0.2454], [-2.4151, 2.5046, -0.0881], [-2.0958, 1.3823, -0.5118], [-3.8983, 4.0482, 0.0920], [-4.4881, 2.3876, 0.3422], [-4.1241, 2.9359, -1.2883]],
  "atomic_forces_ev_per_a": [[-0.056, 0.046, 0.188], [-0.001, -0.023, 0.004], [0.029, -0.025, -0.029], [0.012, -0.006, -0.041], [-0.029, 0.064, 0.110], [0.204, -0.321, -0.074], [-0.013, -0.077, 0.054], [-0.032, 0.008, 0.001], [-0.020, -0.066, 0.031], [0.207, 0.059, -0.004], [-0.027, 0.033, 0.070], [0.030, 0.010, -0.015], [0.013, -0.025, -0.011], [-0.002, -0.009, -0.033], [-0.010, -0.038, -0.007], [-0.007, 0.015, 0.010], [-0.010, 0.015, -0.011], [0.001, 0.013, 0.042], [0.204, -0.117, 0.093], [-0.153, -0.029, -0.275], [0.061, 0.075, 0.073], [-0.009, 0.017, 0.006], [-0.063, -0.044, -0.010], [0.013, -0.025, -0.030], [0.000, -0.058, -0.023], [-0.024, 0.013, -0.017], [-0.004, 0.017, 0.002], [0.012, -0.025, -0.002], [0.006, -0.020, -0.025], [0.009, 0.008, 0.014], [-0.029, 0.032, 0.027], [0.001, -0.007, 0.006], [-0.003, 0.005, 0.005], [0.002, 0.004, -0.003], [-0.003, 0.001, -0.003], [0.002, -0.014, 0.006], [0.005, -0.028, -0.047], [-0.011, -0.008, -0.017], [-0.007, 0.000, 0.011], [0.004, 0.001, 0.000], [0.002, -0.002, 0.002], [0.003, -0.004, -0.010], [-0.007, 0.010, 0.002], [0.007, -0.004, 0.005], [0.011, 0.001, -0.013], [0.015, 0.003, 0.015], [-0.015, -0.011, 0.003], [0.004, -0.010, -0.009], [0.003, -0.006, 0.003], [-0.008, 0.006, -0.017], [0.010, -0.010, -0.014], [0.005, 0.008, 0.009], [-0.005, -0.009, 0.002], [0.002, -0.003, -0.004], [-0.010, -0.005, -0.010], [0.011, -0.001, -0.002], [-0.006, 0.009, 0.009], [-0.005, 0.003, -0.010], [0.009, -0.001, 0.002], [0.000, 0.005, 0.006], [-0.024, 0.003, -0.005], [0.009, 0.001, 0.000], [-0.005, -0.015, 0.000], [-0.001, 0.004, -0.010], [-0.005, -0.008, -0.004], [-0.001, 0.002, 0.005], [0.013, -0.009, -0.012], [0.006, -0.016, 0.002], [0.008, -0.009, -0.022], [0.004, -0.003, -0.002], [-0.002, 0.003, -0.005], [0.004, 0.004, 0.005], [-0.038, -0.061, 0.119], [-0.088, 0.206, -0.346], [-0.025, 0.024, 0.243], [0.157, -0.064, 0.231], [0.152, -0.052, 0.051], [-0.188, 0.382, -0.218], [-0.037, -0.209, 0.022], [0.167, 0.115, 0.050], [-0.196, -0.160, -0.030], [-0.100, 0.117, -0.057], [0.035, -0.076, 0.013], [-0.031, -0.049, 0.002], [-0.033, -0.134, 0.113], [0.068, -0.004, -0.003], [0.003, -0.039, -0.018], [-0.023, 0.044, 0.003], [-0.001, 0.020, -0.004], [-0.012, 0.029, -0.001], [0.041, -0.003, -0.049], [0.084, 0.036, 0.086], [-0.289, 0.451, -0.195], [0.007, 0.004, -0.005], [-0.006, 0.015, 0.014], [0.011, -0.004, -0.017]]
}